Entry 1:
Computed, not measured: 21 unconnected molecules or ions with the total composition H43O21 at a distorted geometry, with ωB97M-V/def2-TZVPD.

Geometry (Å):
O -0.211 0.509 -3.790
O -4.550 2.638 1.952
O 0.531 -4.216 1.464
O 4.405 -0.045 1.873
O 0.373 0.005 1.647
O -0.434 3.351 1.442
O -2.342 2.976 -0.502
O -2.596 0.999 2.047
O -4.687 -0.662 1.707
O 2.944 -2.425 0.917
O 2.666 2.392 -1.408
O -0.673 0.822 -0.835
O 1.032 1.790 4.092
O 2.358 0.766 -3.715
O -0.929 -1.813 0.322
O -0.836 -2.233 2.940
O 1.016 4.595 -1.100
O 2.171 0.443 -0.027
O 1.072 -2.815 -4.275
O -3.904 -3.623 -0.740
O 3.520 -3.182 -2.530
H 1.114 -3.765 -4.174
H 3.077 -2.419 -2.869
H 0.323 -2.557 -4.769
H 1.549 0.551 0.784
H 4.924 0.139 2.671
H 1.841 1.541 3.639
H -4.330 -2.889 -1.169
H 2.967 -3.953 -2.661
H 0.389 -3.873 0.585
H -0.316 -0.356 1.026
H 2.818 -0.081 -3.677
H -1.256 -2.127 -0.524
H -1.734 0.621 1.898
H 3.304 -1.682 0.425
H -1.123 2.901 0.938
H -4.743 -1.370 1.069
H -2.959 2.356 -0.083
H -0.402 1.021 -4.588
H -1.434 -2.928 3.239
H 3.571 -2.586 1.628
H 2.015 3.113 -1.286
H -0.415 1.166 -1.694
H 1.739 -0.083 -0.717
H -1.108 -1.508 3.509
H -1.733 -1.836 0.852
H -2.989 3.557 -0.920
H -4.516 2.092 2.728
H 0.604 -0.895 1.951
H -3.378 0.462 1.952
H 2.749 1.887 -2.210
H 2.260 1.469 -0.515
H 2.798 1.153 -4.484
H 4.519 0.833 1.482
H 0.447 1.180 3.620
H -4.606 -0.811 2.616
H -3.418 -4.297 -1.209
H 1.264 5.186 -1.803
H -0.474 -0.349 -4.146
H -1.626 0.921 -0.813
H 0.975 -3.487 1.893
H 1.073 4.869 -0.193
H -0.569 3.104 2.355
H -4.116 3.461 2.163

Computed properties:
Molecular weight   379.3 u
Orbital gap   9.95 eV
HOMO   -0.469 hartree
Charge   +1
E   -43688.7192 eV

Entry 2:
Computed, not measured: 2 unconnected molecules or ions with the total composition C3H9PS3 at a distorted geometry, with ωB97M-V/def2-TZVPD.

Geometry (Å):
S -0.672 3.081 0.393
S -0.296 -0.276 2.031
S -1.910 -0.103 -0.597
P 0.653 -3.723 0.880
C 0.531 1.461 -1.493
C 0.197 1.465 0.077
C -0.539 0.277 0.497
H -1.854 2.809 -0.443
H -0.409 1.473 -2.013
H -2.531 -0.920 0.212
H 1.160 1.509 0.586
H 1.115 2.292 -1.798
H 0.990 0.385 -1.621
H 1.585 -3.383 0.104
H 1.503 -3.999 2.011
H 0.477 -2.351 1.176

Computed properties:
Molecular weight   172.3 u
Orbital gap   8.14 eV
HOMO   -0.331 hartree
Charge   0
E   -45049.0222 eV
Structure (SMILES)   C[C@@H](S)C(=S)S.P

Entry 3:
Computed, not measured: C4H7Cl in the gas phase at a distorted geometry, with ωB97M-V/def2-TZVPD.

Geometry (Å):
Cl -1.856 -1.217 -2.038
C 1.218 0.118 -0.123
C 0.531 1.179 0.803
C -1.237 -0.760 -0.448
C 0.301 -0.788 -0.493
H 0.874 2.191 0.655
H 2.290 0.525 -0.485
H -0.531 1.132 0.905
H -1.523 0.235 -0.129
H 0.744 -1.859 -0.889
H -1.540 -1.722 0.266
H 0.729 0.964 1.977

Computed properties:
Molecular weight   90.6 u
Orbital gap   10.26 eV
HOMO   -0.343 hartree
Charge   0
E   -16781.2222 eV
Structure (SMILES)   C/C=C\CCl

Entry 4:
Computed, not measured: a molecular structure, C20H31Cl3O5PdS3Si at a distorted geometry, with ωB97M-V/def2-TZVPD.

Geometry (Å):
Pd -0.708 -2.019 1.486
Cl 2.621 -3.928 4.905
Cl 3.844 -1.482 4.058
Cl 4.096 -3.832 2.442
S 0.540 -0.199 0.440
S -2.844 -2.106 0.378
S -1.561 -3.735 2.994
Si 0.737 1.417 -0.849
O 1.716 2.544 -0.171
O 0.969 -1.714 3.355
O -0.546 2.281 -1.381
O 1.489 -3.100 1.660
O 1.494 1.069 -2.260
C 2.874 2.320 0.601
C -5.635 -4.802 1.319
C -1.605 2.896 -0.701
C 3.011 -2.928 3.493
C 1.654 -1.270 -2.795
C -3.655 -3.408 1.198
C -0.343 0.072 -3.479
C -3.112 -4.093 2.312
C 2.500 2.010 2.052
C 1.894 0.557 -4.512
C 1.164 0.113 -3.233
C -5.105 -5.468 2.419
C 3.670 3.631 0.531
C -4.912 -3.789 0.722
C -2.028 4.078 -1.590
C -1.166 3.401 0.672
C 3.703 1.171 0.029
C -3.863 -5.116 2.898
C 1.639 -2.525 2.732
C -2.759 1.902 -0.544
H 3.843 1.327 -1.038
H -0.706 1.083 -3.641
H 3.070 4.444 0.938
H -2.865 4.619 -1.153
H 1.553 1.552 -4.790
H -0.843 -0.332 -2.602
H -1.952 3.994 1.137
H -2.426 1.040 0.032
H -0.266 3.999 0.562
H 1.442 -2.006 -3.570
H -5.306 -3.263 -0.135
H 3.897 3.855 -0.509
H 2.725 -1.244 -2.603
H -6.608 -5.078 0.934
H 2.965 0.600 -4.323
H -5.665 -6.263 2.901
H -3.595 2.375 -0.031
H 4.668 1.103 0.526
H -3.435 -5.636 3.747
H -0.578 -0.549 -4.342
H 1.912 1.095 2.087
H -1.181 4.751 -1.710
H 1.149 -1.560 -1.875
H -3.089 1.550 -1.519
H 3.401 1.873 2.647
H -0.934 2.550 1.307
H 3.164 0.239 0.169
H 1.701 -0.137 -5.328
H 4.594 3.547 1.100
H 1.906 2.819 2.473
H -2.314 3.708 -2.573

Computed properties:
Molecular weight   688.5 u
Orbital gap   5.88 eV
HOMO   -0.052 hartree
Charge   -2
E   -112920.1258 eV